1.
Entry from OMol25: 7 unconnected molecules or ions with the total composition C41H94BN11O11P (ωB97M-V/def2-TZVPD).

```
! wB97M-V def2-TZVPD RIJCOSX def2/J DEFGRID3
* xyz 1 1
C -0.795 -6.830 1.513
C -1.506 -5.840 0.572
C -0.570 -5.430 -0.566
C 0.256 -4.161 -0.274
O 0.186 -3.338 -1.438
C 0.971 -2.197 -1.406
C 2.472 -2.547 -1.365
C 2.879 -3.796 -2.154
C 4.072 -3.496 -3.088
C 5.393 -3.640 -2.326
C 3.972 -4.468 -4.268
C 0.756 -1.400 -2.696
C -0.703 -1.351 -3.199
C -0.813 -1.485 -4.733
C -0.973 -0.141 -5.457
N -2.186 0.573 -5.062
C 1.375 -0.003 -2.615
N 1.394 0.616 -1.260
C 1.526 -0.241 -0.240
N 2.377 -0.003 0.719
B 2.597 -0.870 1.950
N 3.744 -1.668 2.138
O 1.690 -0.813 2.959
N 0.729 -1.384 -0.166
C -0.696 -0.961 -0.028
C -1.260 -1.188 1.398
C -2.475 -2.127 1.392
P -3.993 -1.142 1.215
O -3.892 -0.073 2.209
O -5.330 -1.977 1.512
C -5.229 -3.409 1.663
C -5.030 -4.183 0.379
O -4.005 -0.432 -0.228
C -4.040 -1.287 -1.390
C -5.458 -1.538 -1.871
H -0.481 -7.672 0.914
H -1.459 -7.144 2.309
H 0.083 -6.335 1.916
H -2.342 -6.372 0.120
H -1.918 -4.995 1.116
H -1.131 -5.239 -1.479
H 0.111 -6.242 -0.794
H 1.270 -4.482 -0.043
H -0.177 -3.677 0.597
H 2.767 -2.696 -0.331
H 3.066 -1.724 -1.756
H 3.217 -4.548 -1.446
H 2.091 -4.225 -2.765
H 3.919 -2.502 -3.513
H 5.215 -4.235 -1.446
H 5.771 -2.659 -2.079
H 6.109 -4.158 -2.954
H 3.888 -5.491 -3.912
H 3.059 -4.271 -4.824
H 4.832 -4.376 -4.924
H 1.319 -1.938 -3.454
H -1.097 -0.370 -2.936
H -1.355 -2.073 -2.723
H 0.062 -1.987 -5.139
H -1.692 -2.083 -4.966
H -1.031 -0.368 -6.518
H -0.079 0.458 -5.279
H -2.713 0.083 -4.353
H -1.979 1.508 -4.746
H 0.768 0.640 -3.239
H 2.356 0.012 -3.072
H 2.224 1.205 -1.244
H 2.941 0.838 0.654
H 3.520 -2.405 2.798
H 4.137 -2.089 1.298
H 0.940 -0.261 2.685
H -1.343 -1.495 -0.706
H -0.820 0.093 -0.261
H -0.497 -1.693 1.979
H -1.548 -0.223 1.800
H -2.549 -2.635 2.345
H -2.330 -2.865 0.607
H -6.189 -3.720 2.057
H -4.508 -3.692 2.424
H -5.217 -5.225 0.624
H -5.767 -3.901 -0.362
H -4.017 -4.140 -0.008
H -3.490 -2.213 -1.224
H -3.515 -0.759 -2.180
H -5.801 -0.775 -2.554
H -5.514 -2.506 -2.360
H -6.139 -1.598 -1.030
C -3.360 1.064 4.738
C -2.240 1.531 5.635
O -1.135 1.820 5.190
N -2.486 1.623 6.968
C -3.718 1.328 7.675
H -3.003 1.047 3.723
H -3.675 0.057 5.012
H -4.209 1.746 4.799
H -1.692 1.940 7.503
H -4.061 2.222 8.198
H -3.536 0.544 8.412
H -4.493 0.999 6.992
C -3.517 5.632 2.660
C -4.890 5.502 2.044
O -5.736 6.375 2.155
N -5.160 4.366 1.350
C -4.291 3.227 1.111
H -3.456 6.585 3.176
H -3.342 4.832 3.382
H -2.746 5.602 1.889
H -6.093 4.344 0.968
H -4.173 3.105 0.031
H -4.747 2.322 1.513
H -3.315 3.362 1.565
C 6.638 -2.996 2.731
C 6.527 -2.752 1.247
O 5.554 -3.126 0.592
N 7.539 -2.102 0.640
C 8.765 -1.578 1.219
H 5.751 -3.526 3.066
H 7.513 -3.606 2.954
H 6.703 -2.050 3.269
H 7.401 -1.976 -0.352
H 8.807 -0.505 1.035
H 9.618 -2.047 0.730
H 8.819 -1.764 2.286
C 7.350 0.868 -2.747
C 8.433 1.300 -1.785
O 9.274 0.519 -1.364
N 8.446 2.600 -1.399
C 7.539 3.666 -1.791
H 7.475 -0.190 -2.960
H 6.363 1.025 -2.309
H 7.426 1.423 -3.683
H 9.194 2.822 -0.760
H 8.104 4.465 -2.272
H 7.050 4.072 -0.904
H 6.781 3.305 -2.478
C -7.771 8.092 3.894
C -9.088 7.846 4.589
O -10.076 7.450 3.994
N -9.145 8.083 5.931
C -8.088 8.552 6.805
H -7.878 7.860 2.841
H -7.479 9.139 3.995
H -6.994 7.451 4.309
H -10.051 7.899 6.332
H -7.909 7.815 7.591
H -8.390 9.491 7.274
H -7.167 8.712 6.256
C 2.853 4.797 -4.392
C 2.926 3.292 -4.416
O 3.231 2.641 -3.419
N 2.642 2.667 -5.582
C 2.263 3.262 -6.855
H 3.105 5.145 -3.396
H 3.562 5.225 -5.101
H 1.845 5.135 -4.635
H 2.713 1.663 -5.530
H 1.284 2.886 -7.154
H 2.991 2.981 -7.617
H 2.222 4.343 -6.788
*
```

Results
Gap between HOMO and LUMO in eV: 7.582
HOMO level in eV: -9.99
LUMO in eV: -2.405

=====

2.
Entry from OMol25: 9 unconnected molecules or ions with the total composition C41H97N4O11S2 (ωB97M-V/def2-TZVPD).

```
! wB97M-V def2-TZVPD RIJCOSX def2/J DEFGRID3
* xyz 1 1
C 4.275 -0.442 -1.991
C 2.729 -0.360 -2.022
C 2.122 -0.199 -0.599
C 0.657 -0.692 -0.537
C 0.450 -2.167 -0.061
S -0.923 -2.888 -1.144
C 1.681 -3.092 -0.381
C 2.751 -3.228 0.741
C 2.838 -4.685 1.275
C 4.151 -2.960 0.074
N 0.132 -2.331 1.360
C -0.377 -3.687 1.722
C 0.165 -4.221 3.088
C 0.218 -5.740 3.113
O 1.164 -6.288 3.551
O -0.864 -6.416 2.661
C -0.763 -1.386 1.811
N -1.057 -1.358 3.072
C -2.008 -0.460 3.734
N -1.306 -0.503 0.927
C -2.702 -0.622 0.544
C -3.609 0.555 0.860
C -5.019 0.456 0.334
N -3.281 1.556 1.537
C -0.330 0.324 0.164
C 0.417 1.108 1.302
C 0.837 2.544 1.002
C 1.484 3.205 2.267
O 1.609 2.301 3.361
C 2.920 1.737 3.459
C -0.985 1.241 -0.882
S 0.092 2.009 -2.117
C -0.258 1.092 -3.657
C -1.708 1.280 -4.135
H 4.608 -0.170 -0.988
H 4.651 -1.437 -2.215
H 4.741 0.278 -2.661
H 2.504 0.549 -2.577
H 2.264 -1.175 -2.580
H 2.203 0.870 -0.429
H 2.770 -0.648 0.154
H 0.337 -0.711 -1.573
H -0.514 -2.536 -2.381
H 1.243 -4.083 -0.506
H 2.118 -2.862 -1.347
H 2.689 -2.495 1.544
H 1.864 -5.152 1.127
H 3.566 -5.247 0.697
H 3.067 -4.672 2.338
H 4.156 -3.241 -0.976
H 4.495 -1.941 0.237
H 4.893 -3.607 0.547
H -1.467 -3.637 1.768
H -0.150 -4.449 0.984
H -0.604 -3.966 3.828
H 1.130 -3.789 3.322
H -0.564 -6.989 1.934
H -0.588 -2.021 3.676
H -2.973 -0.518 3.248
H -2.169 -0.850 4.738
H -1.641 0.555 3.856
H -2.796 -0.860 -0.518
H -3.146 -1.494 1.041
H -5.680 0.829 1.111
H -5.294 -0.580 0.133
H -5.141 1.092 -0.539
H -2.291 1.450 1.793
H 1.275 0.532 1.659
H -0.235 1.183 2.170
H 1.521 2.669 0.165
H -0.042 3.151 0.778
H 2.482 3.559 2.004
H 0.837 4.011 2.606
H 3.325 1.581 2.457
H 3.533 2.424 4.048
H 2.824 0.782 3.975
H -1.766 0.742 -1.459
H -1.503 2.037 -0.351
H 0.426 1.468 -4.412
H -0.072 0.028 -3.513
H -1.703 1.173 -5.233
H -2.374 0.517 -3.733
H -2.084 2.277 -3.913
C -0.769 1.904 -9.412
C 0.121 1.005 -8.576
O -0.544 0.593 -7.380
H -1.062 2.787 -8.842
H -0.257 2.227 -10.320
H -1.687 1.384 -9.696
H 1.026 1.533 -8.277
H 0.412 0.116 -9.144
H -1.339 0.114 -7.642
C -1.874 5.228 3.736
C -2.570 4.150 4.546
O -3.603 3.529 3.788
H -2.591 5.985 3.414
H -1.088 5.713 4.319
H -1.426 4.804 2.832
H -3.032 4.578 5.434
H -1.851 3.385 4.866
H -3.196 3.137 3.004
C 8.342 -5.268 2.947
C 7.679 -4.812 1.662
O 6.567 -5.644 1.336
H 8.680 -6.301 2.855
H 9.199 -4.638 3.191
H 7.636 -5.232 3.781
H 8.379 -4.868 0.829
H 7.333 -3.776 1.753
H 5.939 -5.591 2.065
C -6.896 3.912 -2.765
C -7.675 3.167 -1.701
O -6.816 2.741 -0.637
H -6.105 3.279 -3.174
H -7.549 4.225 -3.575
H -6.412 4.797 -2.342
H -8.138 2.276 -2.120
H -8.463 3.802 -1.286
H -6.414 3.530 -0.256
C 7.315 1.220 2.581
C 6.689 1.112 1.204
O 5.470 1.853 1.135
H 6.626 0.851 3.343
H 8.241 0.646 2.637
H 7.537 2.262 2.824
H 6.450 0.074 0.972
H 7.375 1.487 0.438
H 5.677 2.774 1.328
C 1.045 -10.084 1.676
C 2.304 -9.483 1.078
O 2.264 -8.057 1.126
H 0.162 -9.731 1.138
H 1.069 -11.173 1.631
H 0.931 -9.780 2.720
H 2.406 -9.770 0.033
H 3.190 -9.831 1.617
H 2.186 -7.797 2.053
C -11.754 4.039 -5.323
C -10.282 4.366 -5.159
O -9.665 3.496 -4.209
H -12.272 4.124 -4.367
H -12.227 4.710 -6.041
H -11.884 3.011 -5.671
H -10.156 5.385 -4.793
H -9.758 4.276 -6.115
H -9.765 2.594 -4.534
C 0.552 8.126 2.396
C 1.829 7.473 1.900
O 1.572 6.629 0.779
H -0.179 7.367 2.676
H 0.747 8.762 3.260
H 0.100 8.735 1.610
H 2.267 6.850 2.680
H 2.563 8.232 1.613
H 1.194 7.177 0.082
*
```

Results
Gap between HOMO and LUMO in eV: 8.146
HOMO level in eV: -10.82
LUMO in eV: -2.671

=====

3.
Entry from OMol25: 8 unconnected molecules or ions with the total composition C42H101N5O14 (ωB97M-V/def2-TZVPD).

```
! wB97M-V def2-TZVPD RIJCOSX def2/J DEFGRID3
* xyz 0 1
C 4.350 1.263 0.425
C 4.187 -0.005 1.275
C 2.748 0.028 1.940
C 2.434 -1.288 2.645
C 2.435 -2.301 1.513
C 3.777 -2.483 0.821
N 4.276 -1.177 0.328
O 5.505 -1.315 -0.268
C 4.759 -3.236 1.702
C 3.447 -3.427 -0.330
C 5.240 0.118 2.395
H 5.383 1.339 0.084
H 4.183 2.170 1.006
H 3.691 1.296 -0.443
H 2.591 0.872 2.612
H 2.029 0.097 1.123
H 1.435 -1.161 3.062
H 3.019 -1.732 3.451
H 1.603 -2.004 0.874
H 2.087 -3.256 1.908
H 4.960 -2.747 2.655
H 4.369 -4.248 1.816
H 5.733 -3.319 1.221
H 2.586 -3.109 -0.919
H 4.305 -3.511 -0.997
H 3.233 -4.473 -0.113
H 6.224 -0.172 2.028
H 5.107 -0.549 3.247
H 5.409 1.087 2.865
H 5.268 -1.303 -1.198
C 1.099 4.799 -1.528
C 1.872 5.041 -0.261
C 1.688 6.594 -0.093
C 2.161 6.983 1.353
C 1.342 6.228 2.405
C 1.414 4.703 2.300
N 1.252 4.295 0.854
O 1.269 2.916 0.681
C 2.642 4.110 2.985
C 0.128 4.181 3.013
C 3.382 4.617 -0.565
H 0.054 5.062 -1.363
H 1.123 3.797 -1.955
H 1.321 5.543 -2.292
H 2.303 7.057 -0.865
H 0.650 6.924 -0.134
H 1.973 8.049 1.487
H 3.244 6.857 1.357
H 0.286 6.488 2.340
H 1.696 6.410 3.420
H 2.760 4.366 4.038
H 2.534 3.034 3.123
H 3.560 4.239 2.411
H -0.763 4.284 2.395
H 0.339 3.121 3.154
H -0.299 4.638 3.906
H 3.897 5.026 -1.435
H 3.407 3.528 -0.572
H 3.932 4.974 0.307
H 0.336 2.702 0.753
C -0.421 -3.821 -0.956
C -1.893 -4.369 -1.165
O -2.749 -3.788 -0.166
O 0.125 -4.399 0.196
H -0.445 -2.731 -0.931
H 0.258 -4.121 -1.754
H -1.997 -5.452 -1.238
H -2.199 -4.084 -2.171
H -3.609 -4.216 -0.191
H -0.491 -4.308 0.927
C -1.167 0.236 2.043
C -1.292 -0.905 1.049
O -2.628 -1.329 0.831
O -1.892 1.401 1.798
H -0.141 0.572 2.194
H -1.430 -0.235 2.991
H -0.769 -1.786 1.421
H -0.889 -0.642 0.071
H -2.594 -2.263 0.609
H -2.737 1.042 1.518
C -1.993 -0.595 -2.917
C -1.869 -1.822 -3.929
O -0.700 -2.605 -3.872
O -3.278 -0.060 -2.838
H -1.232 0.095 -3.283
H -1.703 -0.737 -1.876
H -2.029 -1.439 -4.937
H -2.674 -2.529 -3.728
H -0.173 -2.323 -4.623
H -3.235 0.792 -2.398
C -1.297 1.297 6.330
O -1.840 0.103 5.853
C -3.250 0.137 5.968
C -3.728 -1.321 5.818
N -3.651 -1.696 4.452
C -3.818 -3.097 4.099
C -2.541 -3.904 4.426
O -1.446 -3.421 3.698
C -0.233 -4.106 3.806
H -1.133 1.290 7.407
H -1.829 2.171 5.956
H -0.287 1.290 5.918
H -3.654 0.803 5.205
H -3.581 0.440 6.961
H -4.791 -1.261 6.050
H -3.214 -2.009 6.490
H -2.814 -1.339 4.013
H -4.058 -3.168 3.038
H -4.607 -3.597 4.661
H -2.683 -4.962 4.205
H -2.391 -3.834 5.503
H 0.337 -3.520 3.085
H -0.216 -5.119 3.404
H 0.157 -4.037 4.822
C 1.074 -6.438 -7.131
O 1.747 -5.249 -6.841
C 1.005 -4.188 -7.335
C 1.670 -2.807 -7.115
N 1.394 -2.391 -5.744
C 2.125 -1.180 -5.448
C 2.250 -0.995 -3.938
O 1.164 -0.285 -3.445
C 1.244 -0.119 -1.989
H -0.009 -6.418 -7.005
H 1.358 -7.170 -6.375
H 1.560 -6.664 -8.080
H 0.037 -4.295 -6.844
H 0.807 -4.200 -8.407
H 1.341 -2.112 -7.888
H 2.747 -2.916 -7.241
H 1.855 -3.043 -5.127
H 1.657 -0.316 -5.920
H 3.149 -1.339 -5.786
H 3.091 -0.348 -3.687
H 2.357 -1.980 -3.485
H 0.553 0.711 -1.840
H 2.235 0.188 -1.654
H 0.833 -0.992 -1.483
C -5.346 0.309 2.403
O -4.583 1.114 1.525
C -4.886 0.905 0.141
C -4.521 2.112 -0.736
N -3.060 2.194 -1.060
C -2.440 3.272 -1.836
C -2.881 3.221 -3.365
O -4.281 3.404 -3.542
C -4.784 3.388 -4.835
H -5.039 -0.732 2.302
H -6.426 0.340 2.263
H -5.050 0.630 3.401
H -5.957 0.719 0.054
H -4.449 -0.012 -0.254
H -4.815 3.048 -0.262
H -4.984 2.105 -1.723
H -2.554 1.904 -0.235
H -1.364 3.140 -1.714
H -2.651 4.282 -1.485
H -2.544 2.250 -3.728
H -2.368 3.989 -3.944
H -4.854 2.342 -5.135
H -4.181 4.067 -5.438
H -5.785 3.817 -4.783
*
```

Results
Gap between HOMO and LUMO in eV: 8.600
SMILES: CC1(C)CCCC(C)(C)N1O.CC1(C)CCCC(C)(C)N1O.COCCNCCOC.COCCNCCOC.COCCNCCOC.OCCO.OCCO.OCCO
HOMO level in eV: -8.07
LUMO in eV: 0.535

=====

Quick rundown of E, same order as above: -3414.84126; -3463.03999; -2987.62969 Eh